# 1
Here is the ion C25H44BrF2N3O5PS with charge +1 from the OMol25 dataset. Energies are from ωB97M-V with the def2-TZVPD basis set.

## Properties
Electronic energy = -136938.3298 eV
Gap between HOMO and LUMO = 9.08 eV
SMILES = CCCCCCCCCCC[C@@]1(F)O[C@](CCO)([PH2]=N)[C@](Br)(c2cccnc2)[N@H+](S(=O)(=O)F)[C@H]1CCCO

Geometry as ORCA input:
```
! wB97M-V def2-TZVPD RIJCOSX def2/J DEFGRID3
* xyz 1 1
S -2.80 -1.19 1.80
C -0.06 -1.85 1.61
H -2.28 1.98 0.47
C -2.31 1.70 3.83
H -0.97 0.40 -3.02
C -0.66 -2.32 -0.94
F 1.62 -2.50 3.00
O -3.01 -1.13 3.18
C 1.39 -1.45 2.08
H -0.36 2.93 -2.90
H -2.57 -1.19 -5.74
H 1.35 -0.74 -0.56
N -3.62 2.90 1.70
H 1.11 -1.40 5.08
H -0.64 -3.70 0.70
H 2.50 2.70 4.72
H 1.41 0.91 -4.34
H 0.43 -1.58 -5.46
H -0.43 -2.38 2.49
H -3.76 2.71 5.04
H -1.83 1.25 4.69
C -2.58 2.11 1.51
P -0.11 -0.75 4.90
C -0.69 0.61 2.22
N -1.08 -0.71 1.47
H -1.71 -2.61 -0.99
H -2.18 1.55 -3.56
C -1.88 1.49 2.53
H -1.12 -0.41 0.49
O 1.47 -0.26 2.78
C -1.67 -1.04 -5.15
H 1.95 2.58 -4.04
O 0.87 -2.04 -2.87
H -0.96 -1.74 4.41
H -0.65 -2.96 -5.30
C 3.27 0.18 -0.70
H 2.98 -0.21 -2.80
F -2.63 -2.67 1.42
H -0.15 0.03 6.94
C 2.31 1.88 4.02
H -0.65 -2.03 -6.79
C 0.02 -2.93 -2.18
H -2.04 1.00 -5.76
H 1.71 2.33 -1.67
C -4.02 3.10 2.96
H -1.92 -1.33 -4.13
C -0.17 2.28 -3.76
C -1.29 0.46 -5.18
O -3.53 -0.56 0.79
H -0.74 -3.32 -2.87
H -4.87 3.75 3.10
H 4.31 -0.13 -0.64
H 0.42 1.78 4.98
H 0.65 -3.77 -1.89
H 2.63 -1.82 -1.01
O 2.89 2.16 2.76
H 0.94 -3.18 0.25
H -0.62 -1.24 -1.06
Br 0.33 1.50 0.78
C 1.28 1.79 -3.70
C 0.32 0.35 3.37
H 0.36 2.52 3.40
H 0.41 -1.21 -3.04
H 3.13 1.00 0.01
C -0.08 -2.82 0.41
H 3.11 3.09 2.72
C 2.98 0.66 -2.13
C 0.80 1.69 3.96
C -0.57 -1.95 -5.70
H 0.84 0.81 -1.85
H 3.35 -0.94 1.60
H 2.88 -2.54 1.09
N -0.71 0.03 6.10
C 2.38 -1.00 -0.33
C 1.66 1.41 -2.26
H 2.80 1.00 4.44
C 2.55 -1.50 1.11
H -0.35 0.57 -5.72
C -1.20 1.14 -3.81
H -0.32 2.89 -4.66
H 3.79 1.31 -2.47
C -3.40 2.52 4.04
*
```

Löwdin population analysis, charges in e, atoms 1 to 6:
1 S 0.6869
2 C -0.1321
3 H 0.0899
4 C -0.0219
5 H 0.0767
6 C -0.1466

# 2
Here is a structure of composition C35H30N8O2SSeTi from the OMol25 dataset. Energies are from ωB97M-V with the def2-TZVPD basis set.

## Properties
Energy above the lowest of the compared OMol25 structures with the same formula, charge and spin = 1.1498 eV
Electronic energy = -152099.1171 eV
Gap between HOMO and LUMO (alpha / beta) = 5.53 / 7.50 eV
Expectation value of S² = 2.044

Geometry as ORCA input:
```
! wB97M-V def2-TZVPD RIJCOSX def2/J DEFGRID3
* xyz 0 3
C -2.25 -1.97 -1.32
C -0.87 0.02 3.88
H -1.59 -1.93 4.41
C 0.56 0.40 -2.99
C -0.47 -1.68 -4.04
C 4.91 -1.53 0.56
N -0.36 1.80 -0.19
Ti 0.39 -0.14 0.12
N 1.04 -0.32 -1.82
C -2.58 3.61 -0.20
H -1.88 -1.06 -1.75
C -0.89 -1.47 3.71
C 2.00 -0.19 2.60
C 0.58 2.45 -4.26
H -4.09 -1.89 -2.38
H 0.79 4.05 2.47
N -1.74 0.21 0.73
H 2.36 3.29 -2.54
H -2.23 2.50 5.76
H -0.67 3.85 4.40
H -2.30 0.04 5.46
H -1.19 -1.75 2.70
H -3.57 -5.33 0.12
H 5.93 -1.87 0.66
C 2.99 -1.06 -0.77
C -0.24 -0.19 -3.97
C -2.75 2.31 0.31
C 2.24 -0.90 -2.05
N 2.31 -0.63 0.30
N -3.85 1.78 0.83
H 0.10 -1.89 3.90
H 3.14 1.71 -2.68
H 2.17 -2.65 1.27
C -1.61 2.02 5.01
H 2.05 3.00 3.13
C 2.22 2.22 -2.38
C -1.65 0.65 4.84
H 1.33 2.62 1.58
C 0.31 -3.33 0.77
H 0.72 3.41 -0.96
C 2.90 -0.66 1.50
N -0.17 -2.32 0.06
H 0.06 -2.21 -3.25
C -1.47 -2.67 -0.41
H -4.96 -4.00 -1.45
H -0.09 -2.05 -5.00
N 1.55 -3.43 1.28
C -0.26 3.08 -0.65
H -0.74 2.53 -5.95
H -1.36 0.14 -5.77
H -1.13 4.97 -1.05
C -1.59 1.44 0.27
C -3.98 -3.64 -1.15
C -0.72 0.60 -5.02
Se -3.46 0.09 1.30
S -0.76 -4.66 1.05
H 4.61 -1.08 2.67
H -3.41 4.30 -0.21
H 4.80 -1.83 -1.58
C -0.74 2.78 4.24
H 0.95 3.46 -4.40
C 4.29 -1.51 -0.68
H 2.08 2.04 -1.32
C 0.07 2.18 3.28
C -3.49 -2.45 -1.68
N 0.81 0.19 2.07
C 1.11 3.01 2.56
C -1.31 3.97 -0.66
O 2.36 -0.20 3.76
C -0.35 1.92 -5.14
C -3.21 -4.38 -0.28
C 1.07 1.69 -3.21
C -0.04 0.81 3.07
H 1.75 -4.16 1.94
C 4.20 -1.09 1.67
C -1.96 -3.89 0.06
H -1.53 -1.95 -4.00
O 2.74 -1.20 -3.12
*
```

Löwdin population analysis, charges in e, atoms 1 to 6:
1 C -0.0752
2 C -0.2326
3 H 0.0822
4 C -0.1799
5 C -0.0366
6 C -0.0153

# 3
Here is a cluster of 4 separate species, CH9NO3 in total from the OMol25 dataset. Energies are from ωB97M-V with the def2-TZVPD basis set.

## Properties
Energy above the lowest of the compared OMol25 structures with the same formula, charge and spin = 7.3294 eV
Electronic energy = -8808.2777 eV
Gap between HOMO and LUMO = 3.23 eV

Geometry as ORCA input:
```
! wB97M-V def2-TZVPD RIJCOSX def2/J DEFGRID3
* xyz 0 1
O -2.02 1.29 0.04
H -2.48 1.70 0.79
H 2.53 0.74 1.73
H 3.44 -1.38 0.32
O -2.89 -0.97 -0.38
H -0.35 0.58 -0.64
H 1.19 0.52 -0.43
C 2.49 0.36 0.70
N 2.57 -1.03 0.70
H -2.38 -0.08 -0.22
H 3.41 0.71 0.21
O 0.47 0.21 -1.00
H -3.79 -0.69 -0.53
H 1.78 -1.46 0.23
*
```

Löwdin population analysis, charges in e, atoms 1 to 6:
1 O -0.2929
2 H -0.0287
3 H 0.1221
4 H 0.1105
5 O -0.1496
6 H 0.0137

# 4
Here is a cluster of 3 separate species, C25H47F9NO11P2S in total from the OMol25 dataset. Energies are from ωB97M-V with the def2-TZVPD basis set.

## Properties
Energy above the lowest of the compared OMol25 structures with the same formula, charge and spin = 0.0000 eV
Electronic energy = -104571.2676 eV
Gap between HOMO and LUMO (alpha / beta) = 9.46 / 9.88 eV
Expectation value of S² = 0.754

Geometry as ORCA input:
```
! wB97M-V def2-TZVPD RIJCOSX def2/J DEFGRID3
* xyz 0 2
H 2.03 -1.10 5.08
H 5.50 5.12 0.23
C -7.01 -5.57 -2.91
H -5.07 -4.89 -5.02
H -2.03 -1.15 5.62
H 2.24 2.52 -0.47
O -1.37 -0.64 3.01
H 6.49 7.25 -0.44
H -0.31 2.50 4.64
H -0.69 0.81 6.32
H -5.65 -3.23 -5.11
H 2.49 1.34 -1.78
O -4.25 -3.31 -2.85
H -2.10 -3.25 -1.21
P 3.03 5.56 -2.24
C 1.65 -1.02 3.02
H 2.33 0.87 3.75
H 0.49 -0.29 6.98
C -2.48 -3.03 -0.22
C -0.04 -0.62 4.90
H -2.93 -2.04 -0.26
C -3.71 -3.44 -4.18
F 3.43 -2.70 -1.86
C 1.20 -1.42 4.44
H -0.40 3.13 3.01
H 0.94 7.52 -3.89
C -0.30 1.19 1.64
H -3.06 -5.07 0.18
H 0.26 2.02 1.18
O 3.61 -2.68 3.79
H -0.70 -2.04 6.36
H -4.36 -3.79 -6.20
C 0.23 1.05 3.08
O -4.69 -4.02 -0.57
F 4.54 -2.09 0.50
F 0.82 -3.73 -2.94
F 2.34 -4.40 -1.10
C 3.45 -2.56 1.08
P -4.67 -4.63 -2.05
O 3.28 5.73 -3.68
O 4.22 -0.63 2.73
H 3.64 2.65 -1.53
H 0.42 8.61 -2.61
H -7.68 -5.17 -3.67
O -4.45 -6.09 -1.98
C 2.52 8.15 -2.56
F 1.43 -1.69 -2.93
O 1.74 4.63 -2.01
C 2.58 2.39 -1.50
H 2.10 0.84 2.02
H -2.87 -4.14 -4.18
C 1.67 0.52 2.96
F 3.63 -3.87 1.32
H 1.33 9.25 -3.99
H -1.63 -3.01 0.48
H -7.19 -6.49 -0.96
H 0.98 1.07 5.88
H 5.73 5.08 -1.51
C 1.23 8.40 -3.31
H 5.26 7.51 -1.68
H -6.37 -6.31 -3.39
C -1.09 -1.64 5.41
H 3.36 8.08 -3.24
C 5.18 5.57 -0.71
F 0.01 -2.39 -1.46
O 2.42 6.98 -1.75
H -1.35 1.49 1.63
H 2.72 8.98 -1.88
C 0.25 0.29 6.10
H 2.17 3.20 -3.46
H 4.81 7.57 0.02
O 3.77 5.27 -0.84
C -4.76 -3.86 -5.19
F 1.87 -1.14 0.04
H -0.11 0.31 1.03
H -8.35 -7.09 -2.16
H -3.31 -2.46 -4.44
H -3.79 -3.88 1.25
C 2.32 -3.06 -1.23
H 1.18 2.90 3.80
C 2.19 -2.44 0.19
H 1.11 -2.49 4.58
H 0.74 2.93 -2.47
F 1.22 -3.12 0.82
N -0.69 0.12 3.79
C 1.09 -2.71 -2.15
H -1.20 -2.48 4.73
H 0.90 -1.35 2.29
C -7.83 -6.20 -1.80
S 3.28 -1.73 2.77
H -8.57 -5.50 -1.42
C 0.18 2.48 3.67
O -6.25 -4.47 -2.41
C 1.78 3.26 -2.44
C -3.49 -4.07 0.22
C 5.45 7.06 -0.70
*
```

Löwdin population analysis, charges in e, atoms 1 to 6:
1 H 0.1244
2 H 0.1186
3 C -0.3020
4 H 0.0700
5 H 0.0922
6 H 0.0697